#a
The following is a DFT calculation (ωB97M-V/def2-TZVPD) of a 2-piece molecular cluster, CH7NS2 overall.

Properties
**Highest occupied orbital energy**: -8.7 eV
**Orbital gap**: 0.321 Eh

Last column: natural (NBO) charge in e.
Geometry (Å):
C: -0.454 1.547 -0.137  -0.437
N: 0.780 0.862 -0.641  -0.827
H: -0.665 2.443 -0.715  0.178
H: -1.416 1.010 -0.267  0.202
H: -0.312 1.756 0.936  0.194
H: 0.553 0.860 -1.619  0.351
H: 1.558 1.501 -0.568  0.355
S: 0.161 -3.397 -0.067  -0.127
S: 0.276 -1.885 1.554  -0.191
H: -0.799 -4.054 0.563  0.129
H: 0.319 -0.644 0.962  0.174

=====

#b
The following is a DFT calculation (ωB97M-V/def2-TZVPD) of a 2-piece molecular cluster, CH7NS2 overall.

Properties
**Highest occupied orbital energy**: -8.5 eV
**Orbital gap**: 0.334 Eh

Last column: natural (NBO) charge in e.
Geometry (Å):
C: 0.858 -1.118 -1.838  -0.727
S: -0.482 -2.367 -1.714  0.067
S: -2.097 -1.090 -1.765  -0.152
H: 1.195 -0.940 -0.811  0.215
H: 1.648 -1.459 -2.460  0.227
H: 0.379 -0.193 -2.076  0.233
H: -2.773 -1.502 -0.681  0.137
N: 0.054 2.127 2.831  -1.071
H: 0.597 1.328 3.139  0.354
H: 0.262 2.871 3.483  0.359
H: 0.359 2.342 1.893  0.359

=====

#b takes first place; second place is 0.0236 hartree up.